(1)
Computed, not measured: C17H17Br2ClNO3PtS2 as an isolated structure in a non-equilibrium geometry, with ωB97M-V with the def2-TZVPD basis set.

Structure (XYZ):
```
44
Properties=species:S:1:pos:R:3:lowdin_charge:R:1
Pt 0.065 0.034 0.544 0.966
C 0.891 4.717 1.422 -0.132
C 0.188 3.370 1.270 -0.766
S 0.728 1.998 2.071 0.720
C -0.918 3.209 0.370 -0.776
C -1.412 4.411 -0.406 -0.146
S -1.767 1.731 0.245 0.626
H 1.632 4.786 2.236 0.074
H 0.118 5.483 1.656 0.075
H 1.197 5.046 0.439 0.063
H -1.758 5.254 0.191 0.064
H -2.227 4.111 -1.092 0.061
H -0.637 4.905 -1.050 0.088
C 0.866 -1.394 -2.734 -0.063
C -0.224 -1.974 -1.917 -0.294
C -0.987 -3.014 -2.616 -0.058
C -1.653 -3.953 -1.850 -0.076
C -1.738 -3.750 -0.405 -0.167
C -2.134 -4.789 0.485 -0.517
Br -2.751 -6.647 0.214 0.661
C -2.304 -4.459 1.876 -0.223
C -2.060 -3.164 2.268 -0.596
Br -2.656 -2.627 3.990 0.765
C -1.498 -2.159 1.460 -0.413
O -1.126 -1.009 1.891 -0.205
C -1.227 -2.506 0.097 -0.136
N -0.466 -1.619 -0.628 -0.028
H 1.420 -0.553 -2.302 0.041
H 0.414 -1.087 -3.720 0.096
H 1.627 -2.159 -3.050 0.093
H -1.035 -2.994 -3.742 0.117
H -2.115 -4.800 -2.341 0.079
H -2.805 -5.205 2.535 0.082
Cl 2.924 -1.888 0.498 0.433
C 1.709 -0.932 1.407 -0.762
H 2.287 -0.166 1.940 -0.035
H 1.358 -1.632 2.184 0.002
C 3.179 2.586 -0.205 -0.058
O 2.585 1.228 -0.182 -0.217
C 1.309 1.103 -0.702 -0.634
O 0.977 1.715 -1.714 -0.027
H 3.079 3.092 0.765 0.055
H 2.698 3.229 -0.954 0.081
H 4.246 2.471 -0.442 0.083
```

Its expectation value of S² is 6.0628. The multiplicity is 5. The LUMO energy (alpha / beta) is 2.30 / 0.34 eV. For the HOMO-LUMO gap (alpha / beta), the calculation gives 0.1741 / 0.1920 Eh. Its charge is -1. The energy relative to the best compared isomer or geometry (same formula, charge and spin) is 0.8744 eV. As for the electronic energy: -7462.312351 Ha.

=====

(2)
Computed, not measured: one molecule with the formula C17H17BrN2O, with ωB97M-V with the def2-TZVPD basis set.

Structure (XYZ):
```
38
Properties=species:S:1:pos:R:3:lowdin_charge:R:1
C 1.065 0.779 -0.110 -0.015
C 0.741 0.267 1.256 -0.263
N 0.003 -0.737 1.537 0.104
N -0.525 -1.557 0.578 0.058
C 0.116 -2.132 -0.481 -0.481
O 1.274 -1.921 -0.768 0.072
C -0.767 -3.101 -1.252 -0.098
C -2.073 -2.452 -1.737 -0.149
C -1.800 -1.130 -2.401 -0.246
C -1.121 -1.079 -3.613 -0.036
C -0.831 0.134 -4.208 -0.076
C -1.220 1.317 -3.602 -0.091
C -1.903 1.278 -2.400 -0.095
C -2.188 0.061 -1.802 -0.064
C 1.271 0.988 2.424 -0.171
C 2.461 1.709 2.345 -0.026
C 2.960 2.372 3.451 -0.123
C 2.260 2.321 4.644 -0.682
Br 2.936 3.246 6.166 0.719
C 1.079 1.605 4.751 -0.121
C 0.595 0.939 3.644 -0.023
H 1.904 0.228 -0.537 0.089
H 1.299 1.840 -0.081 0.084
H 0.213 0.618 -0.771 0.063
H -1.361 -2.015 0.919 0.146
H -0.990 -3.966 -0.622 0.121
H -0.180 -3.445 -2.104 0.119
H -2.759 -2.305 -0.900 0.106
H -2.554 -3.131 -2.445 0.120
H -0.818 -1.998 -4.093 0.116
H -0.299 0.158 -5.148 0.103
H -0.993 2.265 -4.066 0.101
H -2.211 2.196 -1.920 0.105
H -2.718 0.040 -0.860 0.112
H 3.021 1.737 1.424 0.114
H 3.886 2.923 3.387 0.101
H 0.548 1.572 5.690 0.100
H -0.321 0.373 3.706 0.107
```

The LUMO energy is 0.54 eV. For the HOMO-LUMO gap, the calculation gives 0.3312 Eh. Its charge is 0. The SMILES is C/C(=N\NC(=O)CCc1ccccc1)c1ccc(Br)cc1. The energy relative to the best compared isomer or geometry (same formula, charge and spin) is 0.8364 eV. As for the electronic energy: -3416.765993 Ha.

=====

(3)
Computed, not measured: C17H17Cl2MgNO as an isolated structure in a non-equilibrium geometry, with ωB97M-V with the def2-TZVPD basis set.

Structure (XYZ):
```
39
Properties=species:S:1:pos:R:3:lowdin_charge:R:1
C -1.544 -0.607 -1.702 -0.312
C 1.463 -0.415 -2.289 -0.137
C -1.587 0.306 -2.757 -0.334
H -2.318 -0.657 -0.926 0.084
C 1.335 0.926 -1.946 -0.136
H 2.483 -0.817 -2.176 0.140
H -1.311 -0.159 -3.723 0.096
H 2.278 1.380 -1.586 0.137
C -1.042 1.749 -2.842 -0.161
H -1.802 2.475 -2.484 0.113
H -0.845 1.999 -3.905 0.112
C -0.729 -1.846 -1.996 -0.235
H -1.298 -2.606 -2.558 0.104
H -0.378 -2.409 -1.104 0.094
C 0.535 -1.425 -2.910 -0.155
H 0.179 -1.097 -3.894 0.111
H 1.108 -2.344 -3.110 0.119
C 0.249 1.991 -2.037 -0.187
H 0.752 2.906 -2.395 0.128
H -0.083 2.258 -1.014 0.079
Mg 0.569 -0.206 -0.600 0.607
H -2.716 0.184 -2.806 0.129
Cl 0.957 -4.115 2.165 0.739
C 0.699 -2.527 2.707 -0.621
C 0.363 -2.247 4.033 -0.115
C 0.139 -0.939 4.465 -0.631
Cl -0.215 -0.663 6.122 0.694
C 0.169 0.164 3.560 -0.168
C -0.095 1.508 3.904 -0.009
C -0.070 2.481 2.925 -0.042
C 0.144 2.122 1.585 -0.096
N 0.344 0.849 1.228 0.061
C 0.435 -0.123 2.183 -0.118
C 0.786 -1.479 1.750 -0.365
O 1.133 -1.713 0.527 -0.140
H 0.286 -3.069 4.731 0.105
H -0.318 1.761 4.938 0.096
H -0.222 3.533 3.143 0.107
H 0.167 2.870 0.792 0.106
```

The LUMO energy is -0.42 eV. For the HOMO-LUMO gap, the calculation gives 0.1979 Eh. Its charge is 0. The energy relative to the best compared isomer or geometry (same formula, charge and spin) is 2.2771 eV. As for the electronic energy: -1908.370683 Ha.

=====

(4)
Computed, not measured: C17H17Cl2NOV as an isolated structure in a non-equilibrium geometry, with ωB97M-V with the def2-TZVPD basis set.

Structure (XYZ):
```
39
Properties=species:S:1:pos:R:3:lowdin_charge:R:1
C -1.357 -0.779 -2.282 -0.273
C 1.411 -0.292 -3.073 -0.265
C -1.399 0.214 -3.271 -0.300
H -2.159 -0.897 -1.541 0.117
C 1.141 1.047 -2.410 -0.344
H 2.426 -0.267 -3.481 0.119
H -1.042 -0.075 -4.264 0.111
H 2.104 1.505 -2.151 0.122
C -1.225 1.732 -3.192 -0.157
H -2.045 2.223 -2.645 0.111
H -1.296 2.201 -4.188 0.113
C -0.532 -2.011 -2.731 -0.206
H -1.189 -2.626 -3.355 0.121
H -0.196 -2.711 -1.960 0.095
C 0.650 -1.475 -3.609 -0.227
H 0.250 -1.284 -4.612 0.105
H 1.364 -2.277 -3.855 0.124
C 0.131 2.125 -2.601 -0.221
H 0.575 2.920 -3.215 0.111
H -0.049 2.646 -1.655 0.086
V 0.594 -0.359 -1.449 0.957
H -2.499 -0.080 -3.412 0.145
Cl 0.608 -4.409 2.129 0.763
C 0.369 -2.757 2.433 -0.596
C 0.086 -2.286 3.706 -0.132
C -0.082 -0.923 3.963 -0.592
Cl -0.420 -0.423 5.563 0.751
C 0.049 0.050 2.928 -0.178
C -0.022 1.446 3.116 -0.077
C 0.294 2.279 2.061 -0.077
C 0.658 1.748 0.815 -0.141
N 0.569 0.427 0.568 -0.011
C 0.319 -0.431 1.600 -0.131
C 0.472 -1.850 1.314 -0.360
O 0.730 -2.270 0.140 -0.049
H 0.001 -3.005 4.514 0.105
H -0.298 1.848 4.089 0.084
H 0.268 3.361 2.169 0.103
H 1.032 2.377 0.007 0.093
```

Its expectation value of S² is 3.8561. The multiplicity is 4. The LUMO energy (alpha / beta) is 0.40 / -2.08 eV. For the HOMO-LUMO gap (alpha / beta), the calculation gives 0.2151 / 0.1974 Eh. Its charge is 0. The energy relative to the best compared isomer or geometry (same formula, charge and spin) is 0.0000 eV. As for the electronic energy: -2652.123246 Ha.

=====

(5)
Computed, not measured: C17H17ClMn as an isolated structure in a non-equilibrium geometry, with ωB97M-V with the def2-TZVPD basis set.

Structure (XYZ):
```
36
Properties=species:S:1:pos:R:3:lowdin_charge:R:1
C 1.926 -2.110 0.907 -0.300
C 2.849 -1.016 0.683 -0.124
C 2.932 -0.779 -0.721 -0.101
H 3.477 -0.528 1.448 0.105
C 1.906 -1.523 -1.356 -0.110
C 1.311 -2.408 -0.379 -0.296
H 0.781 -3.328 -0.628 0.097
H 1.875 -2.731 1.806 0.094
H 3.678 -0.138 -1.224 0.100
H 1.704 -1.511 -2.439 0.105
Mn 0.025 -1.127 0.768 0.459
Cl 0.375 0.443 2.345 -0.005
C 0.448 2.870 -0.633 -0.240
C 0.800 2.517 -1.965 -0.245
C 2.217 2.396 -2.024 -0.243
H 0.106 2.327 -2.789 0.048
C 2.754 2.771 -0.755 -0.227
C 1.652 3.028 0.116 -0.229
H 1.714 3.261 1.181 0.050
H -0.566 2.950 -0.233 0.050
H 2.805 2.181 -2.923 0.051
H 3.811 2.792 -0.468 0.053
C -1.039 -0.622 -0.956 -0.056
C -2.139 -0.659 0.020 -0.322
C -2.079 -1.730 0.967 -0.153
C -3.029 -1.815 1.988 -0.074
C -4.067 -0.887 2.031 -0.086
C -4.109 0.194 1.128 -0.068
C -3.133 0.336 0.151 -0.017
H -0.998 -1.471 -1.650 0.080
H -0.884 0.334 -1.460 0.066
H -1.268 -2.510 0.897 0.107
H -2.956 -2.632 2.706 0.109
H -4.849 -0.999 2.771 0.094
H -4.926 0.911 1.196 0.103
H -3.105 1.213 -0.505 0.124
```

Its expectation value of S² is 6.4212. The multiplicity is 5. The LUMO energy (alpha / beta) is 1.25 / 2.41 eV. For the HOMO-LUMO gap (alpha / beta), the calculation gives 0.1322 / 0.1754 Eh. Its charge is -1. The energy relative to the best compared isomer or geometry (same formula, charge and spin) is 1.2397 eV. As for the electronic energy: -2269.095938 Ha.

=====

(6)
Computed, not measured: one molecule with the formula C17H17ClN2O2S in a non-equilibrium geometry, with ωB97M-V with the def2-TZVPD basis set.

Structure (XYZ):
```
40
Properties=species:S:1:pos:R:3:lowdin_charge:R:1
O 0.603 1.912 1.767 -0.001
C 0.788 1.083 0.757 -0.464
N 1.930 1.092 -0.032 0.143
C 3.007 2.166 -0.033 -0.156
C 3.076 3.280 0.732 -0.029
C 4.184 4.197 0.952 -0.118
C 5.158 4.143 0.094 -0.564
Cl 6.699 4.995 -0.053 0.607
C 5.210 2.885 -1.045 -0.017
C 4.162 2.033 -1.003 -0.052
C 0.045 0.061 0.546 -0.303
C -1.524 0.309 0.870 0.026
C -2.099 -1.314 1.176 -0.258
N -1.510 -2.172 0.499 -0.124
C -2.021 -2.781 -0.779 -0.476
O -1.445 -3.638 -1.120 0.217
C -3.391 -2.381 -1.021 -0.249
C -4.487 -3.062 -1.200 -0.197
C -5.449 -2.613 -2.039 -0.136
C -5.411 -1.152 -2.065 -0.364
S -3.859 -0.535 -1.648 1.009
C -0.089 -2.634 0.711 -0.065
C 0.668 -1.278 1.039 -0.076
H 2.135 0.548 -0.887 0.146
H 2.359 3.246 1.752 0.166
H 4.185 4.968 1.483 0.033
H 6.061 2.710 -1.570 0.041
H 3.978 1.270 -1.702 0.076
H 0.190 -0.226 -0.484 0.150
H -1.412 0.897 1.849 0.129
H -1.915 0.709 0.158 -0.045
H -3.122 -1.163 0.880 0.069
H -1.999 -1.370 2.486 0.194
H -4.567 -4.140 -1.156 0.138
H -6.539 -2.761 -2.059 0.112
H -5.945 -0.472 -2.397 -0.045
H 0.295 -2.894 -0.211 0.075
H -0.085 -3.454 1.616 0.181
H 0.497 -1.167 2.268 0.177
H 1.640 -1.296 0.868 0.049
```

The LUMO energy is -0.21 eV. For the HOMO-LUMO gap, the calculation gives 0.2974 Eh. Its charge is 0. The SMILES is O=C(Nc1ccc(Cl)cc1)C1CCN(C(=O)c2cccs2)CC1. The energy relative to the best compared isomer or geometry (same formula, charge and spin) is 13.8925 eV. As for the electronic energy: -1775.912246 Ha.